Entry 1:
Molecular formula: C21H59NO15
Method: DFT, the ωB97M-V functional and the def2-TZVPD basis

gap between HOMO and LUMO (spin up / spin down): 0.332 / 0.173 hartree
E_HOMO (spin up / spin down): -11.4 / -11.4 eV
electronic energy: -2018.3864 Eh
F_max: 0.059 Eh/bohr

The geometry in ORCA input format:
```
! wB97M-V def2-TZVPD RIJCOSX def2/J DEFGRID3
* xyz 1 2
O 3.359 -1.174 0.169
O -0.667 -3.360 -0.041
O 1.333 1.941 0.582
O 1.293 0.170 -1.701
O -6.082 -1.011 0.456
O -4.171 1.042 -1.638
O -1.747 0.221 2.311
O -4.566 -3.179 -4.625
O -2.500 1.693 -3.898
O -1.064 -0.542 -0.303
O -4.260 -2.776 -0.952
O -3.003 1.543 4.542
O 0.590 1.650 -4.061
O 0.741 -5.725 1.420
O -2.148 -2.450 -2.811
N 2.610 1.697 1.078
C -5.232 -1.989 1.174
C -3.398 -2.407 -4.902
C 1.831 0.150 3.010
C 5.169 1.999 2.630
C -1.972 1.683 2.369
C 5.041 2.173 1.148
C 2.253 -1.779 -0.493
C -2.011 2.218 3.773
C -2.915 -1.628 -3.658
C 1.841 -1.151 -1.777
C 0.628 -4.315 1.778
C 2.195 2.544 3.385
C -0.706 -3.729 1.269
C -0.293 2.648 -3.611
C 3.690 2.526 0.485
C -3.961 -2.259 0.334
C 2.721 1.359 2.592
C 3.770 2.057 -0.989
C -1.553 2.165 -2.910
C 4.182 0.995 3.123
C 3.437 4.046 0.597
H -2.838 0.603 4.438
H -3.650 0.465 -1.080
H -1.904 1.223 -4.485
H 4.124 1.031 -1.093
H -3.197 -2.829 0.862
H 2.797 3.431 3.185
H 1.181 0.468 -2.607
H 1.147 -1.825 -2.279
H -1.237 2.158 1.719
H 5.699 2.976 0.817
H 4.093 0.975 4.209
H -2.599 -3.044 -5.281
H 4.552 2.566 -1.553
H 1.090 1.061 0.287
H 0.629 -4.355 2.868
H 0.179 1.445 -4.905
H -5.750 -2.931 1.352
H -6.430 -1.344 -0.375
H -2.894 1.958 1.857
H -3.840 -1.729 -5.631
H 1.980 -0.728 2.382
H -1.568 -4.391 1.345
H 3.005 4.476 -0.307
H -2.147 -0.887 -3.882
H -0.875 -2.780 1.779
H 1.474 -3.708 1.456
H -1.358 1.426 -2.133
H 2.698 -1.126 -2.449
H -1.377 -2.700 -3.326
H -1.010 2.002 4.146
H 2.862 2.154 -1.585
H -3.496 -1.285 0.181
H -3.772 -1.322 -3.058
H 1.155 2.710 3.104
H 5.143 2.916 3.220
H 2.696 4.250 1.370
H 6.177 1.631 2.821
H 3.332 -0.217 0.113
H 4.483 0.026 2.723
H 2.284 2.439 4.466
H -0.199 -0.430 -0.699
H -1.224 -1.485 -0.342
H -0.756 -4.175 -0.541
H 0.779 0.394 2.860
H 4.326 4.572 0.943
H 1.477 -1.707 0.269
H 2.509 -2.829 -0.637
H 0.366 3.279 -3.014
H -2.101 2.941 -2.376
H -4.705 -3.738 -5.393
H 0.844 -5.743 0.466
H -3.526 -2.517 -1.516
H -3.690 1.075 -2.465
H -1.996 3.298 3.924
H 5.553 1.296 0.752
H -4.968 -1.670 2.183
H 2.002 -0.171 4.038
H -1.439 0.018 1.425
H -0.528 3.359 -4.403
*
```

---

Entry 2:
Molecular formula: C21H60AlF2N10O10P3S2
Method: DFT, the ωB97M-V functional and the def2-TZVPD basis

energy above the lowest of the compared OMol25 structures with the same formula, charge and spin: 9.8584 eV
gap between HOMO and LUMO: 0.038 hartree
E_HOMO: -11.7 eV
electronic energy: -4397.7790 Eh
F_max: 0.246 Eh/bohr

The geometry in ORCA input format:
```
! wB97M-V def2-TZVPD RIJCOSX def2/J DEFGRID3
* xyz 2 1
S 1.701 -4.757 -5.029
S 3.174 -5.244 -3.530
P 7.437 2.990 -4.243
P -4.981 3.744 2.483
P -0.458 -5.135 3.716
Al 0.902 0.568 -1.239
F 0.326 -3.928 -5.022
F 3.916 -4.406 -2.378
O 2.796 -6.392 -2.734
O -3.776 3.045 1.963
O 4.306 -5.410 -4.498
O 2.348 -4.310 -6.307
O -0.092 -4.024 2.848
O 6.330 2.361 -3.466
O 1.220 -6.087 -4.941
O -6.524 -0.982 -1.212
O -4.655 -1.219 -2.308
O -6.641 -0.765 -3.313
N -1.843 -6.030 3.127
N -0.792 -4.687 5.304
N 7.051 2.990 -5.928
N 2.299 -4.033 -3.661
N 0.729 -6.349 3.943
N 7.817 4.597 -3.834
N -4.399 5.239 3.045
N -6.307 4.082 1.425
N 8.976 2.200 -4.193
N -5.689 3.058 3.831
C -1.668 -6.672 1.821
C 0.596 -7.642 4.698
C 2.121 -5.919 3.834
C 7.194 1.813 -6.766
C 10.098 2.509 -4.936
C -4.626 6.542 2.396
C -5.862 -0.920 -2.249
C -6.201 -0.426 -4.633
C -3.771 5.298 4.384
C 8.047 4.731 -2.410
C -1.071 -5.652 6.395
C -7.897 -0.819 -1.064
C -5.961 4.460 -0.031
C 9.166 1.270 -3.098
C -5.628 1.555 4.004
C -6.455 3.637 4.923
C -7.664 4.670 1.900
C 8.470 5.653 -4.592
C -0.143 -3.528 5.875
C -3.158 -5.679 3.507
C 6.342 3.953 -6.734
H 9.694 2.871 -5.881
H -5.962 3.524 5.888
H -1.739 -6.463 6.106
H 6.118 4.856 -6.167
H 6.322 1.795 -7.419
H -7.494 5.673 2.292
H 10.009 0.603 -3.277
H 2.710 -6.127 4.728
H -8.463 4.734 1.161
H 5.439 3.506 -7.150
H -0.849 -2.871 6.383
H 1.098 -8.446 4.161
H 0.752 -3.834 6.416
H -6.999 -0.542 -5.366
H -5.001 6.427 1.379
H -6.627 1.163 4.198
H 9.555 5.553 -4.574
H -2.753 4.925 4.491
H -3.634 6.368 4.539
H -8.394 -1.432 -1.816
H -5.517 -1.229 -4.907
H -3.745 7.184 2.357
H 8.457 5.693 -2.101
H 8.694 3.957 -1.996
H -2.597 -7.230 1.705
H 7.080 4.741 -1.908
H -8.155 4.074 2.669
H 10.619 1.595 -5.221
H -3.575 -4.910 2.855
H -3.772 -6.576 3.577
H 7.238 0.887 -6.193
H 1.006 -7.578 5.706
H 2.033 -4.836 3.919
H -5.470 7.059 2.853
H -4.348 4.904 5.221
H 8.117 5.506 -5.612
H -5.218 1.068 3.119
H -3.118 -5.357 4.547
H -1.670 -5.216 7.194
H -6.800 4.638 4.662
H 0.335 -2.911 5.113
H -8.271 -1.115 -0.084
H -0.898 -7.424 1.991
H -0.477 -7.820 4.770
H -6.138 5.493 -0.329
H 8.230 0.718 -3.010
H -7.414 3.123 4.992
H 10.791 3.184 -4.435
H 7.042 4.246 -7.517
H 2.509 -6.111 2.834
H 8.097 6.614 -4.239
H 9.491 1.700 -2.151
H -5.715 0.549 -4.650
H -8.095 0.223 -1.315
H -4.895 1.428 4.801
H -6.387 3.727 -0.716
H -0.182 -6.207 6.694
H -1.374 -5.950 1.059
H -4.899 4.214 -0.071
H 8.108 1.711 -7.352
*
```

---

Entry 3:
Molecular formula: C21H60B2F11N5O10SV
Method: DFT, the ωB97M-V functional and the def2-TZVPD basis

gap between HOMO and LUMO: 0.244 hartree
E_HOMO: -16.5 eV
electronic energy: -4352.2049 Eh
F_max: 0.092 Eh/bohr

The geometry in ORCA input format:
```
! wB97M-V def2-TZVPD RIJCOSX def2/J DEFGRID3
* xyz 3 1
V -1.401 -3.033 -3.047
S -3.829 -0.427 -4.264
F 2.110 2.159 -0.491
F -1.441 0.294 -1.580
F -1.987 1.474 -4.093
F 3.254 3.489 -1.816
F -3.441 1.758 -5.710
F 3.138 4.008 0.376
F 1.240 4.242 -0.941
F 0.455 -0.123 -0.534
F -1.913 0.293 -5.949
F -1.547 -0.240 0.573
F -0.955 -1.838 -0.991
O -1.634 1.852 3.858
O -4.424 0.244 -3.117
O 4.914 -0.467 1.140
O -4.852 -0.712 -5.246
O -0.310 -1.972 -3.479
O 3.302 0.029 -2.716
O -2.879 -1.556 -3.986
O -1.725 -4.081 -4.192
O -3.266 2.933 -0.211
O 0.866 -5.506 2.433
N 0.802 1.653 -2.891
N 3.082 -1.873 -0.472
N -0.085 2.832 1.628
N -1.845 -5.264 1.502
N -4.491 0.304 -0.274
C -5.239 1.511 0.296
C -4.729 2.835 -0.342
C 1.823 -6.072 3.330
C 2.952 0.783 -3.885
C 0.028 -4.472 2.898
C -0.296 2.315 4.111
C 1.966 2.466 3.076
C -5.183 1.467 1.836
C -0.930 -4.092 1.743
C -2.687 0.895 -5.064
C 1.175 1.662 -5.395
C 3.542 -0.509 1.491
C 2.882 -1.820 1.052
C 5.563 0.739 1.591
C -2.663 3.514 -1.371
C -2.546 2.186 4.902
C 1.456 0.950 -4.056
C -1.738 -2.826 2.080
C 4.696 -0.073 -2.614
C 3.494 -3.089 1.615
C 0.499 2.123 2.861
B 2.445 3.508 -0.706
B -0.853 -0.484 -0.626
H 2.535 2.347 2.152
H 3.416 -3.013 2.702
H 0.398 1.063 2.618
H -0.351 3.391 4.308
H 1.655 1.213 -6.263
H -5.551 0.548 2.293
H 0.100 1.589 -5.549
H -1.095 2.724 1.534
H 1.345 -6.538 4.193
H -2.352 -5.108 0.638
H 0.741 1.040 -2.079
H 0.398 2.501 0.793
H 5.076 -0.697 -3.425
H 3.083 -4.069 1.376
H 1.506 2.701 -5.428
H -6.303 1.369 0.110
H 2.614 -2.708 -0.813
H 5.011 -0.339 -1.604
H 1.254 2.502 -2.573
H 0.997 -0.022 -4.259
H 2.482 1.843 3.803
H 1.800 -1.836 1.177
H -4.649 0.129 -1.273
H -2.756 3.256 4.883
H -0.450 -4.808 3.821
H -4.953 2.717 -1.404
H 3.369 1.789 -3.814
H -5.240 3.738 -0.009
H 3.317 0.189 -4.724
H 2.976 0.319 1.057
H 5.163 0.913 -2.691
H 3.484 -0.493 2.584
H -1.715 3.971 -1.091
H -2.430 -2.484 1.309
H -2.438 2.715 -2.081
H 2.437 -5.241 3.682
H 5.003 1.555 1.130
H -3.473 1.669 4.654
H 6.597 0.804 1.261
H 5.502 0.805 2.678
H -2.528 -5.426 2.241
H -4.237 1.801 2.260
H 4.572 -3.059 1.447
H -4.853 -0.607 -0.008
H -2.320 -3.060 2.972
H -2.227 1.807 5.873
H 0.611 -3.554 3.020
H -0.139 1.880 -3.198
H -3.481 0.415 -0.255
H -1.116 -1.937 2.173
H 2.014 3.535 3.289
H -1.250 -6.093 1.473
H 0.196 1.912 4.997
H 4.058 -2.032 -0.713
H -0.413 -4.014 0.785
H 2.348 -6.773 2.687
H -3.349 4.197 -1.872
H -5.955 2.190 2.106
H 0.077 3.838 1.659
H 2.696 -1.057 -0.950
*
```

---

Entry 4:
Molecular formula: C21H60O15
Method: DFT, the ωB97M-V functional and the def2-TZVPD basis

energy above the lowest of the compared OMol25 structures with the same formula, charge and spin: 1.9076 eV
gap between HOMO and LUMO: 0.369 hartree
SMILES: CC(C)O.CC(C)O.CC(C)O.OCCO.OCCO.OCCO.OCCO.OCCO.OCCO
E_HOMO: -9.8 eV
electronic energy: -1964.5573 Eh
F_max: 0.059 Eh/bohr

The geometry in ORCA input format:
```
! wB97M-V def2-TZVPD RIJCOSX def2/J DEFGRID3
* xyz 0 1
O 13.992 12.121 15.193
O 8.925 10.758 6.269
O 12.553 16.147 10.155
O 14.940 9.553 7.863
O 14.998 15.200 13.364
O 8.150 15.101 5.618
O 8.662 14.428 10.934
O 12.164 16.860 7.361
O 8.511 11.220 9.032
O 6.736 16.137 7.670
O 10.899 7.257 10.713
O 12.593 14.279 13.967
O 9.143 6.881 12.954
O 11.655 13.757 11.445
O 15.696 11.722 6.661
C 16.820 13.968 12.263
C 9.733 8.038 10.924
C 8.137 16.052 7.779
C 14.008 10.214 7.015
C 12.075 17.736 8.456
C 8.670 16.736 11.858
C 11.643 11.355 11.530
C 9.389 8.134 12.393
C 14.351 11.720 7.069
C 11.619 17.076 9.764
C 12.674 12.478 15.554
C 8.375 14.899 13.308
C 12.555 13.998 15.360
C 16.215 16.189 11.337
C 8.109 15.338 11.896
C 7.509 10.589 8.244
C 15.676 14.931 12.053
C 8.172 9.904 7.096
C 8.759 14.990 6.892
C 11.261 12.654 9.473
C 12.048 12.582 10.759
H 12.687 16.151 7.734
H 8.549 8.860 12.421
H 15.388 16.833 11.058
H 13.000 9.952 7.342
H 15.729 15.072 13.987
H 13.416 14.426 15.917
H 11.650 13.527 8.893
H 6.967 9.848 8.846
H 14.037 11.203 14.923
H 17.676 14.475 12.761
H 10.769 6.379 11.107
H 16.991 16.746 11.862
H 16.725 15.858 10.412
H 13.132 12.532 10.564
H 10.269 8.646 12.744
H 12.535 12.072 16.558
H 16.492 13.040 12.741
H 11.395 18.549 8.277
H 11.398 17.875 10.538
H 12.215 10.486 11.218
H 10.202 12.941 9.742
H 7.433 9.388 6.396
H 8.898 7.695 10.340
H 11.573 14.324 15.723
H 13.513 14.624 13.785
H 11.404 11.676 8.977
H 7.932 13.877 13.440
H 8.805 9.141 7.564
H 9.397 14.929 13.643
H 8.116 17.227 12.664
H 9.716 16.787 12.103
H 14.223 12.084 8.111
H 9.822 15.107 6.826
H 12.056 13.811 12.337
H 8.682 16.997 7.594
H 13.137 18.073 8.597
H 11.968 12.077 14.805
H 8.780 11.992 8.546
H 14.908 14.503 11.402
H 12.041 11.411 12.553
H 16.016 10.984 7.198
H 17.187 13.701 11.262
H 8.359 15.780 8.805
H 10.667 16.568 9.551
H 10.047 9.016 10.652
H 14.563 9.226 8.688
H 8.807 11.671 6.552
H 6.800 11.325 7.851
H 13.683 12.267 6.386
H 6.589 16.235 6.743
H 12.096 15.364 10.536
H 7.036 15.460 11.705
H 8.633 13.988 7.336
H 8.435 17.382 10.999
H 14.183 9.853 5.973
H 10.585 11.162 11.647
H 8.916 7.034 13.880
H 7.775 15.480 13.991
H 9.540 14.226 11.252
H 8.578 14.650 4.896
*
```